Entry 1:
A gas-phase ion, C5H15N3O (charge +2) in a non-equilibrium geometry. Source: the Open Molecules 2025 dataset; level of theory: ωB97M-V/def2-TZVPD.

Last column: Löwdin charge in e.
CARTESIAN COORDINATES (ANGSTROEM)
C1 -3.16691 0.36975 0.02981  0.01
N1 -2.13448 0.23897 -1.03938  -0.01
C2 -0.80420 -0.20908 -0.58840  -0.03
C3 0.37981 0.68310 -0.20711  -0.18
N2 0.55232 1.96847 -0.31737  0.23
C4 1.65291 -0.08204 0.19374  -0.43
C5 1.47075 -1.00408 1.37075  0.04
N3 2.10903 -0.96700 -1.07213  0.29
O1 2.66714 0.87395 0.30300  0.04
H1 -3.61393 -0.52897 0.40665  0.11
H2 -2.60514 0.83747 0.85990  0.11
H3 -4.04615 0.93530 -0.23561  0.11
H4 -2.15932 1.13987 -1.57822  0.21
H5 -2.35632 -0.55195 -1.62316  0.16
H6 -0.80952 -1.30719 -0.57022  0.13
H7 -0.25316 2.47875 -0.35867  0.11
H8 1.43812 2.31370 0.03671  0.15
H9 0.46158 -0.99350 1.67990  0.08
H10 1.89724 -2.00920 1.40497  0.12
H11 2.02899 -0.54491 2.19343  0.12
H12 2.77804 -0.33939 -1.56644  0.20
H13 1.39485 -1.22592 -1.77463  0.17
H14 2.44271 -1.82940 -0.78342  0.13
H15 3.40869 0.36421 0.66824  0.15

Calculated values
Total charge: +2
Max |F| (eV Å⁻¹): 6.90
Relative energy (zero: lowest compared OMol25 entry of this formula, charge and spin) (kcal/mol): 12.5
SMILES: C[NH2+]/C=C(\N)[C@@](C)([NH3+])O
E_LUMO (eV): -6.98



Entry 2:
A molecular structure, C5H15N3O2Rb in a non-equilibrium geometry. Source: the Open Molecules 2025 dataset; level of theory: ωB97M-V/def2-TZVPD.

Last column: Löwdin charge in e.
CARTESIAN COORDINATES (ANGSTROEM)
Rb1 1.40014 -0.79887 -2.40384  0.23
C1 1.72410 -3.29964 0.55940  -0.75
O1 1.05812 -3.03122 -0.47576  -0.12
N1 2.98147 -3.57730 0.48485  0.16
N2 1.33249 -3.17505 1.81878  0.17
H1 3.53334 -3.41281 -0.34490  0.11
H2 3.47404 -3.63857 1.36446  0.10
H3 2.10613 -3.40586 2.42566  0.10
H4 0.48697 -2.67408 2.05165  0.12
C2 -1.30439 2.33770 -1.85752  -0.08
C3 -2.16560 1.64256 -0.79649  -0.41
C4 -1.23102 1.06216 0.32511  -0.17
O2 -0.06221 0.39461 -0.11836  -0.29
C5 1.01781 0.39506 0.76893  -0.15
N3 -3.09896 2.67046 -0.36079  0.02
H5 -0.73058 3.15680 -1.42404  0.09
H6 -2.07183 2.77574 -2.49569  0.08
H7 -0.65619 1.61682 -2.35579  0.04
H8 -2.75832 0.92207 -1.36012  0.13
H9 -1.82306 0.38881 0.94494  0.12
H10 -1.09706 1.91809 0.98658  0.12
H11 0.78583 0.44200 1.83292  0.09
H12 1.66607 1.23961 0.53529  0.09
H13 1.56689 -0.54650 0.76023  0.05
H14 -2.58074 3.34471 0.18412  0.06
H15 -3.55340 3.25273 -1.04966  0.07

Calculated values
Multiplicity: 2
Total charge: 0
Expectation value of S²: 0.75
Max |F| (eV Å⁻¹): 5.22
E_LUMO (spin up / spin down) (eV): 0.00 / 0.00



Entry 3:
2 unconnected molecules or ions with the total composition C5H15N3S in a non-equilibrium geometry. Source: the Open Molecules 2025 dataset; level of theory: ωB97M-V/def2-TZVPD.

Last column: Löwdin charge in e.
CARTESIAN COORDINATES (ANGSTROEM)
C1 -0.47854 -0.50800 1.12140  -0.13
C2 0.99009 -1.37431 2.75115  0.03
C3 1.70037 -1.22688 0.38118  -0.02
C4 -0.05595 1.66591 -3.04383  0.07
C5 -0.62503 1.04202 -0.55918  -0.40
N1 0.72974 -0.86233 1.38211  -0.18
N2 -1.62407 -0.38263 1.71607  0.17
N3 -0.20950 0.59235 -1.92693  -0.02
S1 -2.30319 1.73727 -0.48953  0.91
H1 2.11637 -1.31703 2.93686  0.15
H2 0.24916 -0.91057 3.40133  0.10
H3 0.87440 -2.41817 2.79387  0.09
H4 1.17738 -1.64882 -0.53059  0.11
H5 2.30583 -0.26065 0.00879  0.16
H6 2.26010 -2.05266 0.87463  0.12
H7 1.03757 1.60752 -3.19181  0.12
H8 -0.66197 1.52365 -3.93275  0.12
H9 -0.30510 2.61659 -2.53879  0.10
H10 -0.01958 1.76009 -0.02495  0.09
H11 -2.22511 0.34635 1.49126  0.02
H12 -1.86771 -0.82117 2.72623  0.23
H13 -0.93292 0.02744 -2.25985  0.13
H14 0.66680 0.10654 -1.89135  0.13
H15 -2.79914 0.75749 -1.19531  -0.10

Calculated values
Total charge: +2
Max |F| (eV Å⁻¹): 5.68
Relative energy (zero: lowest compared OMol25 entry of this formula, charge and spin) (kcal/mol): 74.3
E_LUMO (eV): -8.55



Entry 4:
2 unconnected molecules or ions with the total composition C5H15NO. Source: the Open Molecules 2025 dataset; level of theory: ωB97M-V/def2-TZVPD.

Last column: Löwdin charge in e.
CARTESIAN COORDINATES (ANGSTROEM)
C1 -1.75287 -0.04543 1.80684  -0.13
N1 -1.30206 -0.34742 0.44373  -0.12
C2 0.13073 -0.23475 0.26486  -0.25
C3 0.54646 -0.44146 -1.18393  -0.43
C4 0.52679 -1.93675 -1.51003  -0.09
C5 1.92215 0.15289 -1.47594  -0.08
H1 -0.96550 -0.28259 2.54091  0.08
H2 -1.97693 1.01476 1.94004  0.05
H3 -2.59723 -0.68420 2.05239  0.07
H4 -1.69869 -1.23738 0.17940  0.09
H5 0.41212 0.72824 0.68361  0.10
H6 0.65992 -0.98739 0.89041  0.13
H7 -0.21155 0.01594 -1.81718  0.13
H8 0.53941 -2.12302 -2.59050  0.08
H9 1.37486 -2.42670 -1.02647  0.08
H10 -0.38098 -2.41396 -1.11968  0.07
H11 2.14831 0.97825 -0.80420  0.07
H12 2.71739 -0.57633 -1.31979  0.07
H13 1.98456 0.50991 -2.50731  0.08
O1 -0.50794 3.18911 1.73231  -0.06
H14 -0.20436 3.55888 0.89199  0.04
H15 -1.36459 3.58943 1.92855  0.04

Calculated values
Total charge: 0
Max |F| (eV Å⁻¹): 0.93
Relative energy (zero: lowest compared OMol25 entry of this formula, charge and spin) (kcal/mol): 20.0
SMILES: CNCC(C)C.O
E_LUMO (eV): 0.85